[1]
Here is a structure of composition C11H23P2Rh at a distorted geometry from the Open Molecules 2025 dataset. Energies are from ωB97M-V/def2-TZVPD.

Last column: Mulliken charge in e.
CARTESIAN COORDINATES (ANGSTROEM)
C -0.97 -0.64 -3.58  -0.734
C -1.70 0.59 -3.36  -0.256
C -0.81 1.56 -2.85  -0.550
C 0.50 0.99 -2.77  -0.705
C 0.44 -0.37 -3.28  -0.619
Rh -0.44 -0.68 -1.36  -0.571
P -0.52 -2.88 -1.22  -0.157
H -1.32 -1.53 -4.07  0.604
H -2.76 0.72 -3.55  0.456
H -1.07 2.57 -2.52  0.463
H 1.28 -1.01 -3.50  0.488
H 1.42 1.49 -2.50  0.573
H 0.68 -3.46 -1.73  -0.001
H -1.52 -3.50 -2.02  0.057
H -0.70 -3.43 0.08  0.104
C -2.32 0.19 2.03  -1.442
C -1.17 1.04 1.47  -0.572
P 0.14 0.16 0.58  1.536
C 1.43 1.42 0.30  -0.501
C 2.10 1.95 1.56  -1.349
C 0.90 -1.17 1.59  -0.481
C 1.06 -0.90 3.09  -1.149
H -3.13 0.11 1.30  0.383
H -2.72 0.67 2.93  0.380
H -2.00 -0.82 2.30  0.300
H -1.57 1.77 0.75  0.349
H -0.69 1.62 2.27  0.404
H 2.16 0.97 -0.38  0.343
H 0.94 2.24 -0.24  0.330
H 2.72 1.19 2.04  0.261
H 2.75 2.79 1.31  0.427
H 1.38 2.32 2.30  0.309
H 0.29 -2.07 1.42  0.059
H 1.89 -1.36 1.14  0.381
H 0.10 -0.67 3.57  0.228
H 1.45 -1.81 3.56  0.446
H 1.77 -0.10 3.30  0.207

**Expectation value of S²**: 6.015
**2S+1**: 5
**Kohn-Sham gap (spin up / spin down)**: 3.858 / 7.294 eV
**Charge**: 0
**ΔE to the lowest compared entry with this formula, charge and spin**: 0.0 kJ/mol

[2]
Here is a cluster of 3 separate species, C3H11O3 in total at a distorted geometry from the Open Molecules 2025 dataset. Energies are from ωB97M-V/def2-TZVPD.

Last column: Mulliken charge in e.
CARTESIAN COORDINATES (ANGSTROEM)
C 0.01 0.97 0.29  -0.528
O 0.59 -0.25 0.30  -0.877
C -0.36 1.58 -1.09  -0.393
C -1.80 1.94 -1.36  -1.150
H -0.97 0.92 0.84  0.233
H 0.68 1.71 0.81  0.185
H 0.31 2.33 -1.55  0.413
H -0.05 0.81 -1.85  0.192
H -1.74 2.23 -2.41  0.348
H -2.36 0.99 -1.31  0.286
H -2.33 2.68 -0.76  0.303
H 0.94 -1.66 -0.60  0.461
H 1.92 -2.85 -0.26  0.253
O 1.44 -2.44 -0.97  -0.715
H 0.25 -1.59 1.74  0.378
H 0.33 -0.44 2.70  0.288
O -0.01 -1.33 2.63  -0.677

**Kohn-Sham gap**: 7.428 eV
**Charge**: -1
**ΔE to the lowest compared entry with this formula, charge and spin**: 96.8 kJ/mol

[3]
Here is a cluster of 13 separate species, H26O13 in total at a distorted geometry from the Open Molecules 2025 dataset. Energies are from ωB97M-V/def2-TZVPD.

Last column: Mulliken charge in e.
CARTESIAN COORDINATES (ANGSTROEM)
O -1.03 -2.47 -2.39  -0.412
H -0.41 -1.98 -1.85  0.363
H -1.86 -2.39 -1.93  0.383
O 1.00 -0.29 -2.76  -0.453
H 1.93 -0.50 -2.80  0.341
H 0.87 0.06 -1.88  0.427
O 1.31 0.51 2.31  -0.621
H 1.00 1.18 2.92  0.251
H 2.26 0.60 2.32  0.299
O 0.14 -3.27 1.45  -0.419
H 0.61 -3.15 0.63  0.516
H -0.57 -2.63 1.41  0.380
O 3.40 0.36 -0.27  -0.616
H 3.71 -0.51 -0.52  0.320
H 2.76 0.20 0.42  0.288
O 0.70 4.37 0.78  -0.612
H 0.86 5.30 0.64  0.309
H 0.73 3.98 -0.09  0.305
O -0.03 0.34 -0.38  -0.261
H -0.38 1.21 -0.15  0.070
H 0.22 -0.04 0.46  0.265
O 1.36 -2.32 -0.66  -0.561
H 2.08 -2.52 -1.26  0.332
H 1.79 -1.92 0.10  0.143
O 2.62 -1.86 1.69  -0.654
H 3.37 -1.87 2.30  0.327
H 1.97 -1.31 2.12  0.350
O -3.28 -0.23 -1.20  -0.579
H -2.80 0.27 -0.54  0.295
H -2.73 -0.17 -1.99  0.282
O -2.70 2.73 -2.33  -0.591
H -2.44 2.59 -1.43  0.334
H -2.23 2.06 -2.83  0.304
O -2.48 2.38 0.45  -0.574
H -3.33 2.62 0.81  0.259
H -1.86 2.55 1.17  0.269
O -1.89 -1.49 1.63  -0.638
H -1.91 -0.86 2.35  0.285
H -2.80 -1.55 1.33  0.295

**Expectation value of S²**: 0.758
**2S+1**: 2
**Kohn-Sham gap (spin up / spin down)**: 10.176 / 3.278 eV
**Charge**: +1
**ΔE to the lowest compared entry with this formula, charge and spin**: 137.7 kJ/mol

[4]
Here is a cluster of 2 separate species, C6H12O in total from the Open Molecules 2025 dataset. Energies are from ωB97M-V/def2-TZVPD.

Last column: Mulliken charge in e.
CARTESIAN COORDINATES (ANGSTROEM)
C 1.13 1.78 1.55  -0.902
C 0.55 -1.12 -0.36  0.080
C 1.67 -1.56 -1.25  -1.208
C -0.71 -0.95 -0.75  -0.321
C -1.83 -0.48 0.14  -0.584
C -2.21 0.92 -0.27  0.056
O -2.04 1.90 0.40  -0.473
H 1.42 2.71 2.05  0.331
H 1.40 0.95 2.20  0.249
H 1.67 1.70 0.60  0.216
H 0.81 -0.93 0.68  0.294
H 2.52 -0.87 -1.19  0.293
H 1.36 -1.61 -2.30  0.317
H 2.05 -2.54 -0.97  0.289
H -0.96 -1.15 -1.79  0.265
H -2.70 -1.13 0.03  0.347
H -1.53 -0.49 1.19  0.311
H -2.64 1.01 -1.29  0.317
H 0.05 1.80 1.37  0.123

**Structure (SMILES)**: C/C=C/CC=O.C
**Kohn-Sham gap**: 10.361 eV
**Charge**: 0
**ΔE to the lowest compared entry with this formula, charge and spin**: 121.3 kJ/mol

[5]
Here is an isolated molecule of CH7N2O2P at a distorted geometry from the Open Molecules 2025 dataset. Energies are from ωB97M-V/def2-TZVPD.

Last column: Mulliken charge in e.
CARTESIAN COORDINATES (ANGSTROEM)
C 0.61 -0.74 -0.72  -0.372
N -0.59 1.64 0.16  -0.393
N 1.92 -0.39 -0.11  -0.577
O -2.17 -0.13 -0.91  -0.706
O -1.07 -0.55 1.36  -0.496
P -0.90 0.02 -0.07  0.705
H 0.80 -0.52 -1.78  0.261
H 0.36 -1.82 -0.69  0.282
H -0.98 2.36 -0.50  0.244
H 0.21 1.89 0.78  0.218
H 2.31 -1.26 0.14  0.265
H -2.04 -0.56 1.55  0.339
H 1.53 0.06 0.79  0.230

**Structure (SMILES)**: NC[P@@](N)(=O)O
**Kohn-Sham gap**: 10.779 eV
**Charge**: 0
**ΔE to the lowest compared entry with this formula, charge and spin**: 2.7 kJ/mol

[6]
Here is the ion C5H11N4S with charge +1 at a distorted geometry from the Open Molecules 2025 dataset. Energies are from ωB97M-V/def2-TZVPD.

Last column: Mulliken charge in e.
CARTESIAN COORDINATES (ANGSTROEM)
C 0.51 1.30 0.71  0.495
C -1.00 0.80 -2.13  -0.587
C 0.38 -1.37 -0.93  -0.705
C -1.40 1.27 -0.71  0.036
C -0.17 -0.97 0.42  -0.766
N -0.66 1.68 0.25  -0.371
N 0.71 0.04 1.05  -0.113
N 1.47 2.25 1.05  -0.393
N -0.25 -2.15 1.43  -0.247
S 0.63 0.03 -2.03  -0.160
H -1.77 0.20 -2.59  0.396
H -0.90 1.74 -2.63  0.386
H 1.27 -1.85 -1.00  0.524
H -0.39 -2.07 -1.36  0.350
H -2.45 1.72 -0.77  0.366
H 1.59 -0.23 1.53  0.282
H 1.37 3.14 0.74  0.200
H 2.03 2.01 1.85  0.212
H -1.14 -2.17 1.79  0.361
H 0.33 -2.26 2.29  0.359
H -0.17 -3.11 1.04  0.375

**Kohn-Sham gap**: 8.105 eV
**Charge**: +1
**ΔE to the lowest compared entry with this formula, charge and spin**: 325.5 kJ/mol